{
  "formula": "C4H10N2OS",
  "method": "ωB97M-V/def2-TZVPD",
  "total_energy_ha": -741.34451,
  "fmax_ev_per_a": 1.8,
  "e_lumo_ev": 0.7,
  "smiles": "N[C@@H](CS)CNC=O",
  "homo_energy_ev": -9.29,
  "species": ["N", "C", "C", "S", "C", "N", "C", "O", "H", "H", "H", "H", "H", "H", "H", "H", "H", "H"],
  "coordinates": [[-2.06857, -1.30620, 0.45219], [-0.92379, -0.53855, -0.08993], [-1.49812, 0.60130, -0.91580], [-0.31012, 1.63645, -1.78822], [-0.04236, -0.07488, 1.09274], [1.34295, 0.16074, 0.77324], [2.31760, -0.69410, 1.12804], [2.17312, -1.68068, 1.82480], [-2.21497, -1.14565, 1.43636], [-1.95276, -2.26523, 0.26682], [-0.36413, -1.23560, -0.71534], [-2.13052, 0.10484, -1.66105], [-2.29744, 1.07365, -0.34175], [-0.88670, 1.56093, -2.98360], [-0.08092, -0.82724, 1.87464], [-0.51973, 0.82266, 1.50141], [1.58527, 0.88915, 0.11931], [3.33163, -0.48640, 0.76333]]
}



{
  "formula": "C4H10N2OS",
  "method": "ωB97M-V/def2-TZVPD",
  "total_energy_ha": -741.30555,
  "fmax_ev_per_a": 2.2,
  "e_lumo_ev": 0.9,
  "smiles": "NCN[C@@H](C=O)CS",
  "homo_energy_ev": -8.97,
  "species": ["N", "C", "N", "C", "C", "O", "C", "S", "H", "H", "H", "H", "H", "H", "H", "H", "H", "H"],
  "coordinates": [[-0.99647, -2.20413, 0.19773], [0.14840, -1.64140, 0.84776], [0.21282, -0.16390, 0.84726], [0.36125, 0.48961, -0.47335], [-0.69729, 0.04268, -1.46815], [-1.84943, 0.25365, -1.22790], [0.35105, 1.97984, -0.22579], [2.00073, 2.59222, 0.26893], [-1.75185, -2.57019, 0.73712], [-0.74075, -2.87601, -0.47213], [1.06189, -1.98390, 0.36006], [0.28107, -1.89819, 1.90310], [-0.61968, 0.20927, 1.26249], [1.35711, 0.14287, -0.77989], [-0.45284, -0.47619, -2.41308], [-0.34109, 2.25522, 0.56470], [0.10703, 2.45522, -1.16545], [1.56805, 3.39333, 1.23658]]
}



{
  "formula": "C4H10N2S",
  "method": "ωB97M-V/def2-TZVPD",
  "total_energy_ha": -665.99052,
  "fmax_ev_per_a": 3.4,
  "e_lumo_ev": 0.9,
  "homo_energy_ev": -8.18,
  "species": ["C", "C", "C", "C", "N", "N", "S", "H", "H", "H", "H", "H", "H", "H", "H", "H", "H"],
  "coordinates": [[-0.98412, 1.43044, 1.76312], [-0.19958, 0.41217, 1.40501], [0.72152, -1.80213, -1.78102], [0.29196, -1.53686, -0.31642], [-1.22784, 2.43592, 0.87289], [1.00263, 1.13192, -0.88203], [-0.11263, 0.24181, -0.32301], [-1.27108, 1.52205, 2.91965], [-0.90959, 2.25130, -0.05050], [0.32154, -0.38472, 2.03428], [1.49372, -1.06436, -2.11495], [0.90858, -2.82623, -1.85219], [-0.20476, -1.69679, -2.34027], [1.11779, -1.82318, 0.41352], [-0.72436, -2.02440, -0.15095], [-2.17059, 2.82904, 0.98390], [1.94681, 0.90401, -0.58104]]
}



{
  "formula": "C4H10N2S",
  "method": "ωB97M-V/def2-TZVPD",
  "total_energy_ha": -666.06066,
  "fmax_ev_per_a": 2.7,
  "e_lumo_ev": 0.8,
  "smiles": "N[C@@H]1[C@H](N)[C@@H]1CS",
  "homo_energy_ev": -8.49,
  "species": ["N", "C", "C", "N", "C", "C", "S", "H", "H", "H", "H", "H", "H", "H", "H", "H", "H"],
  "coordinates": [[-1.91103, 0.10332, -0.03448], [-0.76367, 0.95898, 0.04413], [0.39807, 0.78095, -0.90695], [0.22796, -0.26104, -1.89749], [0.53176, 0.39137, 0.49672], [0.62716, -1.05702, 0.94517], [0.37139, -1.28693, 2.71341], [-1.80980, -0.57298, -0.81450], [-2.74017, 0.68790, -0.29514], [-0.94317, 2.01956, 0.33584], [0.94642, 1.75009, -1.14862], [1.09457, -0.75216, -2.09489], [-0.12206, 0.07354, -2.75816], [1.16351, 1.06328, 1.13748], [1.60153, -1.45646, 0.59617], [-0.22072, -1.64089, 0.53116], [1.54824, -0.80150, 3.15016]]
}



Quick rundown of relative energy (zero: lowest compared OMol25 entry of this formula, charge and spin), same order as above: 21.0 45.5 70.6 26.5 kcal per mole
Quick rundown of gap between HOMO and LUMO, same order as above: 9.9 9.9 9.1 9.3 eV
Quick rundown of molar mass, same order as above: 134.20 134.20 118.20 118.20 g/mol